[1]
A cluster of 4 separate species, C3H14NO3S in total at a distorted geometry, computed with the ωB97M-V functional and the def2-TZVPD basis.

Results
charge: -1
orbital gap: 7.0 eV
DFT total energy: -801.40205 Eh
LUMO level: 3.594 eV
multiplicity: 1

Atoms and positions in Å:
C -0.573 2.715 -0.233
N -0.325 1.257 -0.350
C 0.710 0.662 0.572
C 0.739 -0.839 0.262
S -0.688 -1.860 0.883
H -1.189 2.961 0.656
H -1.008 3.049 -1.185
H 0.392 3.250 -0.170
H -1.191 0.724 -0.337
H 1.673 1.127 0.322
H 0.489 0.851 1.619
H 1.680 -1.211 0.679
H 0.741 -1.224 -0.747
H -0.777 -1.004 2.959
H 0.150 -1.002 4.158
O -0.784 -0.969 3.933
H 0.049 0.694 -2.159
H 0.927 -0.487 -2.699
O 0.447 0.312 -2.971
H -1.086 -2.551 -1.524
H 0.011 -3.578 -1.567
O -0.387 -2.874 -2.100



[2]
A structure of composition C47H60BrI2N6SSn at a distorted geometry, computed with the ωB97M-V functional and the def2-TZVPD basis.

Results
charge: +1
orbital gap: 5.6 eV
DFT total energy: -5937.33964 Eh
LUMO level: -3.650 eV
multiplicity: 1

Atoms and positions in Å:
Sn -0.687 0.010 0.308
C -5.303 2.331 -3.687
C -4.184 1.341 -4.037
C -3.010 1.455 -3.110
C -1.878 2.193 -3.272
C -1.495 3.075 -4.421
C -1.886 4.544 -4.192
C -1.107 2.039 -2.074
C 0.035 2.739 -1.779
C 0.605 2.788 -0.539
C 1.654 3.695 -0.162
C 2.353 4.637 -1.093
C 1.708 6.030 -1.120
C 1.829 3.543 1.175
C 0.942 2.492 1.597
C 0.895 2.002 2.872
C 0.147 0.941 3.276
N -0.701 0.219 2.467
C -1.208 -0.785 3.286
C -2.250 -1.601 2.933
C -3.006 -1.440 1.797
N -2.737 -0.529 0.800
C -3.791 -0.640 -0.080
C -3.872 0.003 -1.288
C -2.913 0.826 -1.820
N -1.743 1.195 -1.185
C -4.762 -1.581 0.412
C -4.255 -2.108 1.558
C -4.838 -3.181 2.428
C -5.670 -2.620 3.588
C -6.080 -1.866 -0.238
C -7.128 -0.795 0.094
C -0.662 -0.673 4.611
C 0.133 0.429 4.616
C 0.743 1.124 5.793
C -0.095 2.330 6.236
C -0.985 -1.590 5.750
C -2.228 -1.149 6.536
N 0.169 2.046 0.540
C 2.742 4.304 2.086
C 1.996 5.379 2.890
H -6.119 2.263 -4.409
H -4.930 3.356 -3.688
H -5.711 2.127 -2.693
H -3.849 1.518 -5.061
H -4.579 0.323 -4.005
H -1.978 2.710 -5.328
H -0.416 3.010 -4.585
H -2.971 4.655 -4.168
H -1.499 5.178 -4.992
H -1.492 4.910 -3.242
H 0.455 3.369 -2.552
H 2.359 4.214 -2.099
H 3.397 4.726 -0.784
H 0.641 5.962 -1.346
H 2.181 6.662 -1.873
H 1.813 6.524 -0.152
H 1.519 2.480 3.618
H -2.573 -2.349 3.647
H -4.758 -0.170 -1.887
H -4.033 -3.804 2.822
H -5.465 -3.827 1.813
H -5.065 -1.975 4.230
H -6.074 -3.427 4.200
H -6.505 -2.027 3.214
H -6.441 -2.840 0.096
H -5.954 -1.929 -1.321
H -7.286 -0.732 1.172
H -8.084 -1.029 -0.377
H -6.806 0.190 -0.253
H 1.757 1.453 5.555
H 0.828 0.419 6.621
H -0.213 3.048 5.421
H 0.381 2.841 7.075
H -1.093 2.018 6.549
H -0.127 -1.633 6.423
H -1.135 -2.602 5.366
H -2.085 -0.154 6.961
H -2.437 -1.842 7.353
H -3.107 -1.111 5.888
H 3.524 4.777 1.490
H 3.235 3.615 2.775
H 1.540 6.113 2.224
H 2.678 5.905 3.559
H 1.198 4.938 3.491
I -0.370 -2.471 -0.803
Br 3.419 -1.521 5.723
C 4.664 -0.910 4.444
C 5.917 -0.526 4.901
C 6.868 -0.056 4.010
C 6.574 0.024 2.657
C 5.330 -0.380 2.194
C 4.370 -0.845 3.085
I 2.526 -1.435 2.306
H 6.143 -0.601 5.956
H 7.843 0.242 4.378
H 7.308 0.403 1.956
H 5.103 -0.328 1.135
C 2.375 0.429 -5.293
C 1.447 -0.363 -4.386
N 2.177 -1.216 -3.448
C 2.518 -0.866 -2.203
S 2.140 0.672 -1.545
N 3.182 -1.764 -1.467
C 3.554 -3.115 -1.865
C 4.876 -3.170 -2.623
H 1.797 0.974 -6.042
H 3.070 -0.233 -5.815
H 2.952 1.146 -4.706
H 0.794 -1.011 -4.970
H 0.824 0.307 -3.799
H 2.437 -2.131 -3.774
H 3.384 -1.466 -0.526
H 2.745 -3.554 -2.455
H 3.617 -3.701 -0.949
H 4.855 -2.523 -3.504
H 5.082 -4.191 -2.953
H 5.697 -2.846 -1.983